Computed, not measured: C7H11OP in the gas phase, with ωB97M-V/def2-TZVPD.

Atoms and positions in Å:
C1 -0.13321 0.07309 -2.34857
C2 0.25492 -0.01183 -1.09611
C3 0.47233 -1.37816 -0.48055
P1 0.43186 -1.04898 1.33883
C4 -1.34946 -1.40165 1.88882
O1 1.35140 -1.68769 2.29979
C5 0.44450 0.69214 1.15327
C6 0.37678 1.04413 -0.17087
C7 0.46772 2.49390 -0.70470
H1 -0.06473 -0.89660 -2.84156
H2 -0.56023 0.81603 -3.01666
H3 -0.13675 -2.09614 -1.06055
H4 1.45760 -1.71831 -0.64679
H5 -2.14944 -0.61839 1.55774
H6 -1.44034 -2.43946 1.48294
H7 -1.42336 -1.49563 2.98319
H8 0.34277 1.30564 2.04529
H9 1.20729 2.49694 -1.46368
H10 0.94396 2.88280 0.11752
H11 -0.49363 2.98817 -1.03735

SMILES ... C=C1C[P@@](C)(=O)C=C1C
Energy above the lowest of the compared OMol25 structures with the same formula, charge and spin ... 0.0 kcal/mol
Electronic energy ... -18772.661 eV
Frontier orbital gap ... 9.31 eV
E_HOMO ... -9.112 eV

Atom charges from the natural (NBO) analysis, given in e for atoms 1 to 8:
1. C -0.37
2. C -0.05
3. C -0.80
4. P 1.91
5. C -1.00
6. O -1.07
7. C -0.60
8. C 0.06

---

Computed, not measured: a molecular structure, C45H34CrIN2O4PSSb, with ωB97M-V/def2-TZVPD.

Atoms and positions in Å:
Cr1 -0.30767 -0.05180 -0.71821
O1 1.07864 1.49368 -6.06256
C1 -0.20916 1.18142 -6.02621
O2 -0.91473 1.20088 -6.99532
C2 -0.77622 0.76464 -4.70722
C3 -2.07310 0.30692 -4.54419
N1 -2.22975 -0.02819 -3.25438
N2 -1.10642 0.19656 -2.56264
C4 -0.21935 0.68044 -3.43199
C5 1.11928 0.98403 -2.85750
O3 2.03063 1.42827 -3.51692
O4 1.17905 0.71088 -1.57522
H1 1.50924 1.45706 -5.17895
H2 -2.85923 0.19805 -5.27186
H3 -3.03525 -0.44039 -2.80315
I1 0.20670 -0.84802 1.76061
C6 1.01185 -2.79717 1.98299
C7 1.21933 -3.04576 3.31494
C8 1.82598 -4.23996 3.73669
C9 2.23629 -5.13045 2.79501
C10 2.03271 -4.88903 1.41564
C11 2.50450 -5.86111 0.50049
C12 2.34444 -5.69937 -0.83982
C13 1.66613 -4.56507 -1.30841
C14 1.17652 -3.58733 -0.46837
P1 0.11058 -2.38246 -1.31718
C15 -1.57060 -3.05515 -1.25098
C16 -2.58734 -2.27363 -0.70052
C17 -3.89363 -2.73742 -0.64731
C18 -4.18842 -3.99966 -1.14344
C19 -3.18268 -4.79187 -1.68222
C20 -1.87967 -4.32505 -1.73586
C21 0.63870 -2.37628 -3.04581
C22 1.92846 -1.91671 -3.32669
C23 2.34366 -1.78695 -4.64001
C24 1.47888 -2.11115 -5.67919
C25 0.20091 -2.57338 -5.40305
C26 -0.22324 -2.70595 -4.08756
C27 1.37782 -3.70711 0.94964
H4 0.92951 -2.31981 4.06206
H5 1.97551 -4.42248 4.79040
H6 2.72970 -6.04875 3.08357
H7 3.00072 -6.73709 0.89724
H8 2.71239 -6.43394 -1.54147
H9 1.52439 -4.47202 -2.37609
H10 -2.37556 -1.29828 -0.25448
H11 -4.67012 -2.12945 -0.20341
H12 -5.20270 -4.37136 -1.10075
H13 -3.41510 -5.77776 -2.05940
H14 -1.10281 -4.95222 -2.15578
H15 2.60187 -1.64737 -2.52121
H16 3.33785 -1.42069 -4.85449
H17 1.80340 -2.00490 -6.70488
H18 -0.46900 -2.83281 -6.21163
H19 -1.22286 -3.06623 -3.88191
S1 -1.33357 1.72809 0.45000
Sb1 -0.49689 3.71702 -0.46886
C28 -0.93867 3.77207 -2.51113
C29 -2.26079 3.58264 -2.91169
C30 -2.58931 3.72127 -4.25097
C31 -1.60554 4.03988 -5.17991
C32 -0.29014 4.21924 -4.77673
C33 0.04984 4.09289 -3.43512
C34 -1.51005 5.29517 0.43988
C35 -2.35006 6.11054 -0.31038
C36 -2.98637 7.17552 0.31173
C37 -2.78320 7.41281 1.66287
C38 -1.94146 6.59481 2.40512
C39 -1.29745 5.53013 1.79611
C40 1.53906 3.97898 -0.08438
C41 2.32189 2.96759 0.45527
C42 3.66442 3.21230 0.70081
C43 4.21178 4.45234 0.40323
C44 3.42276 5.46063 -0.13112
C45 2.07679 5.23083 -0.37237
H20 -3.03060 3.33971 -2.18647
H21 -3.61416 3.59081 -4.57265
H22 -1.86474 4.13956 -6.22493
H23 0.47264 4.45409 -5.50596
H24 1.07883 4.23094 -3.12355
H25 -2.50430 5.93350 -1.36755
H26 -3.63757 7.82084 -0.26133
H27 -3.28127 8.24443 2.14188
H28 -1.78322 6.78975 3.45673
H29 -0.63347 4.89919 2.37583
H30 1.89705 1.99988 0.68645
H31 4.28494 2.43463 1.12532
H32 5.25961 4.63682 0.59501
H33 3.85045 6.42889 -0.35255
H34 1.45938 6.02838 -0.77040

Energy above the lowest of the compared OMol25 structures with the same formula, charge and spin ... 0.0 kcal/mol
Electronic energy ... -121559.600 eV
Total charge ... +2
Frontier orbital gap (alpha / beta) ... 6.97 / 7.59 eV
Multiplicity ... 4
E_HOMO (alpha / beta) ... -13.499 / -13.520 eV

Atom charges from the Löwdin analysis, given in e for atoms 1 to 8:
1. Cr 0.12
2. O 0.15
3. C -0.51
4. O 0.14
5. C -0.04
6. C 0.05
7. N 0.10
8. N -0.03

---

Computed, not measured: a molecular structure, C12H9CrN6O2, with ωB97M-V/def2-TZVPD.

Atoms and positions in Å:
Cr1 -0.51280 -0.87949 0.12585
O1 0.69147 -4.48303 -0.93565
C1 0.49516 -3.31346 -0.73751
O2 -0.45216 -2.77852 -0.01503
C2 1.42078 -2.27548 -1.36319
C3 2.51669 -2.63794 -2.12055
C4 3.32765 -1.63658 -2.63221
C5 3.01487 -0.31012 -2.36551
C6 1.89912 -0.02551 -1.60485
N1 1.11059 -0.98927 -1.11235
H1 2.69933 -3.69081 -2.28112
H2 4.19495 -1.88445 -3.22891
H3 3.62572 0.49833 -2.74046
H4 1.62123 0.99579 -1.37461
N2 -1.67975 0.11323 4.17241
C7 -1.23008 -0.86716 3.38721
N3 -1.13294 -0.40645 2.15833
C8 -1.54650 0.90205 2.25883
N4 -1.87806 1.23980 3.47958
C9 -1.60086 1.77313 1.09549
C10 -2.10853 3.06695 1.14682
N5 -2.19235 3.82339 0.06476
C11 -1.77568 3.29574 -1.08163
C12 -1.25973 2.01338 -1.14667
N6 -1.15884 1.24484 -0.06150
H5 -1.86685 0.09077 5.16398
H6 -0.99660 -1.86626 3.71557
H7 -2.45639 3.48563 2.08265
H8 -1.85581 3.91072 -1.96817
H9 -0.91360 1.59077 -2.08153

Electronic energy ... -54043.309 eV
Total charge ... +1
Frontier orbital gap (alpha / beta) ... 8.30 / 8.55 eV
Multiplicity ... 5
E_HOMO (alpha / beta) ... -12.470 / -12.830 eV

Atom charges from the natural (NBO) analysis, given in e for atoms 1 to 8:
1. Cr 1.34
2. O -0.55
3. C 0.75
4. O -0.79
5. C 0.11
6. C -0.19
7. C -0.12
8. C -0.23

---

Computed, not measured: a molecular structure, C5H12O2, with ωB97M-V/def2-TZVPD.

Atoms and positions in Å:
C1 1.06288 -0.00113 1.20951
C2 1.71218 1.01767 0.30224
C3 -0.70740 -0.78092 0.84357
O1 1.79256 -1.15031 1.32138
O2 -0.64266 -1.95595 1.24827
H1 1.12523 -1.85823 1.52358
H2 0.74540 0.42880 2.16501
H3 -1.41410 -0.01971 1.18378
H4 1.91145 0.60161 -0.68815
H5 1.09082 1.90982 0.20412
H6 2.67285 1.31915 0.72852
C4 -1.00839 -0.64225 -1.04415
C5 -1.49664 0.71328 -1.50706
H7 -2.25664 1.11264 -0.83105
H8 -0.68735 1.44255 -1.57293
H9 -0.17798 -1.05011 -1.62480
H10 -1.78394 -1.39962 -0.97763
H11 0.01333 -0.32778 0.01462
H12 -1.95158 0.64049 -2.49883

Energy above the lowest of the compared OMol25 structures with the same formula, charge and spin ... 107.8 kcal/mol
Electronic energy ... -9470.461 eV
Frontier orbital gap ... 9.09 eV
E_HOMO ... -8.281 eV

Atom charges from the natural (NBO) analysis, given in e for atoms 1 to 8:
1. C 0.10
2. C -0.66
3. C 0.14
4. O -0.72
5. O -0.73
6. H 0.51
7. H 0.17
8. H 0.16

---

Computed, not measured: a molecular structure, C4H9NO, with ωB97M-V/def2-TZVPD.

Atoms and positions in Å:
C1 -1.19907 -0.12995 1.18248
C2 0.16141 -0.57439 -0.45961
C3 -0.76861 -0.25116 -1.58918
N1 1.13396 0.38579 -0.26358
C4 2.13095 0.26300 0.68603
O1 2.24515 -0.66168 1.45336
H1 -2.12369 -0.71171 1.20479
H2 -1.36751 0.87145 0.78812
H3 -0.70145 -0.09861 2.15449
H4 -0.36796 -0.97088 0.57262
H5 -0.27089 -0.54394 -2.52170
H6 -1.04167 0.81622 -1.68044
H7 -1.69079 -0.83292 -1.51419
H8 1.04950 1.30261 -0.69897
H9 2.81068 1.13615 0.68578

Energy above the lowest of the compared OMol25 structures with the same formula, charge and spin ... 96.0 kcal/mol
Electronic energy ... -7828.155 eV
Frontier orbital gap ... 8.71 eV
E_HOMO ... -7.819 eV

Atom charges from the natural (NBO) analysis, given in e for atoms 1 to 8:
1. C -0.73
2. C 0.03
3. C -0.68
4. N -0.65
5. C 0.54
6. O -0.56
7. H 0.22
8. H 0.21